Formula: C26H26AsF6N2O7SSr
Source: the Open Molecules 2025 dataset
Level of theory: ωB97M-V/def2-TZVPD

Results
Total charge: 0
Kohn-Sham gap (spin up / spin down): 7.93 / 6.80 eV
Energy relative to the best compared isomer or geometry (same formula, charge and spin): 0.0 kcal per mole
LUMO (spin up / spin down): -0.476 / -1.608 eV
Expectation value of S²: 0.76
Electronic energy: -133514.239 eV
Largest force on an atom: 0.5 eV Å⁻¹
Spin multiplicity: 2

Structure (XYZ):
```
70
Properties=species:S:1:pos:R:3:forces:R:3:mulliken_charge:R:1
H -0.95919 -2.39802 6.77069 -0.0048 0.0025 -0.0028 0.39
H 0.51109 3.36174 -0.77720 -0.0108 -0.0041 -0.0064 0.30
H -2.08915 0.60504 -1.07663 0.0163 -0.0097 -0.0100 0.83
F 2.54983 -1.90346 1.64704 0.0353 0.0981 0.0737 -0.57
H 2.54507 -1.45828 -2.37983 -0.0044 0.0008 0.0219 0.23
C 0.44404 2.68200 1.84563 0.0405 -0.0461 -0.0498 -0.75
C -4.16506 0.54846 1.60346 -0.0721 -0.0010 0.0262 0.47
H -0.86846 4.06536 0.11556 -0.0124 0.0096 -0.0155 0.40
H -4.17272 1.44431 -2.11934 -0.0021 -0.0009 0.0026 0.47
H 3.37956 1.73484 -0.91150 0.0025 0.0099 0.0115 0.27
C -1.26091 -0.76407 3.81695 -0.0343 0.0935 -0.2453 1.28
F 2.03663 -5.16510 0.50710 -0.0326 0.0783 0.0057 -0.50
H -1.86567 -2.70817 -2.65754 -0.0020 -0.0081 0.0355 0.27
C 0.02846 0.82894 -5.20354 -0.0466 -0.0541 -0.1065 -0.45
F 1.76490 -2.87751 -0.42302 -0.0892 0.0805 -0.0246 -0.48
H -6.24363 1.12921 1.62597 -0.0077 0.0101 -0.0149 0.41
C 0.69056 -1.74557 5.57080 -0.0694 0.0061 -0.0119 -0.56
H 0.89543 2.00163 -3.64863 0.0046 -0.0038 -0.0124 0.48
C -5.33101 1.33236 -0.31066 0.0095 -0.0141 0.0599 -0.59
C -5.34602 1.01743 1.03292 0.0344 -0.0034 -0.0433 -0.64
H -2.68172 -1.55005 5.21993 0.0075 -0.0102 0.0252 0.41
H 3.90376 0.02435 1.56601 0.0018 0.0249 0.0243 0.24
S -3.87094 0.09790 3.24887 0.0971 -0.0061 0.0132 -0.35
C 0.09169 -0.64085 3.59241 0.0377 -0.1497 0.1192 0.87
H 2.19153 3.11621 0.66513 0.0280 -0.0102 0.0132 0.34
O 2.25697 1.20940 1.48084 0.0309 -0.1606 0.0067 0.07
H 4.19011 -0.79066 -2.40548 0.0035 -0.0029 0.0120 0.37
F 2.84451 -4.14792 2.63512 0.0128 0.0608 -0.0517 -0.51
O -0.29550 2.18537 0.75046 -0.0429 0.0302 0.0135 0.22
C 1.09085 -1.09813 4.40089 0.1091 0.0147 -0.0286 -0.97
C -2.99523 0.38637 0.85494 -0.0698 0.0263 0.0564 -1.06
C -1.28919 -1.87869 -2.21052 -0.1166 -0.0246 -0.0304 -0.76
Sr 0.60945 -0.70378 0.45699 -0.2969 0.3245 -0.2882 1.41
C 3.61669 0.97028 1.10862 0.0222 -0.0437 -0.0649 -0.98
F 0.69447 -3.42920 1.67354 -0.0456 0.1968 -0.1218 -0.49
C 0.34242 1.10719 -3.90786 -0.0331 0.0071 0.0838 -0.78
O -0.66653 0.16614 -7.74907 -0.0071 -0.0198 -0.0098 -0.64
C 3.75401 0.84283 -0.39075 -0.0609 -0.0405 0.0659 -0.50
H 2.79085 0.26170 -2.77043 0.0049 0.0029 0.0019 0.36
H 2.48526 3.03252 2.41790 0.0051 0.0238 -0.0138 0.41
O -1.16759 -1.84736 -0.99082 0.2808 0.0320 -0.0666 -0.46
C -2.99628 0.71829 -0.50001 0.0685 -0.0350 -0.0265 0.06
C -0.70080 -0.33421 -5.51421 0.0733 0.1084 0.0423 -0.77
C 3.14484 -0.57716 -2.16540 -0.0008 -0.0188 -0.0172 -1.09
C -4.16069 1.18689 -1.06804 -0.0434 0.0129 -0.0089 -1.13
H 2.13948 -1.00411 4.15117 -0.0190 0.0285 -0.0421 0.43
H -1.11454 2.72081 -1.02765 0.0006 -0.0221 -0.0162 0.08
C -0.65979 -1.88843 5.86496 0.0377 0.0011 0.0100 -0.77
C -0.44213 3.14176 -0.28871 0.0287 -0.0307 0.0124 -0.87
C -2.22757 -0.27806 2.81891 -0.0164 -0.0972 0.1349 -0.26
C 1.92725 2.58667 1.58667 0.0286 0.0000 0.0996 -0.61
F 3.94123 -3.58626 0.48644 0.0275 0.0994 -0.0003 -0.49
H 4.81188 0.71190 -0.64806 0.0043 -0.0030 -0.0113 0.47
H 1.44364 -2.14588 6.23662 -0.0142 -0.0060 0.0154 0.41
N -1.04218 -0.62255 -6.89934 0.0237 0.0451 0.0625 1.01
H 0.17153 3.72018 2.06329 -0.0181 0.0127 0.0270 0.48
O 0.26310 0.55113 -1.63084 0.0643 -0.2221 0.0557 0.76
H -6.23523 1.69631 -0.77987 0.0128 0.0043 -0.0224 0.40
O 3.00867 -0.29164 -0.78150 0.0005 0.0529 0.0240 0.20
H -1.66391 -2.07438 -4.78428 0.0079 0.0103 0.0087 0.53
C -0.04297 0.24765 -2.82474 -0.0257 0.1190 -0.0721 -0.33
C -1.63011 -1.40667 5.00008 -0.0358 -0.0156 0.0122 -0.78
C -1.09898 -1.18795 -4.52166 -0.0846 -0.1369 -0.0295 -0.31
H 4.25987 1.76513 1.49539 -0.0134 0.0177 -0.0102 0.45
N -1.91293 -0.09939 1.57792 0.1322 -0.0115 -0.0347 0.65
O -1.68510 -1.62925 -7.13457 -0.0026 -0.0132 -0.0100 -0.63
C -0.79058 -0.92829 -3.18277 0.0354 0.0084 0.1321 0.89
As 2.34008 -3.58860 1.09302 0.0077 -0.4298 0.2074 2.13
H 0.18776 2.06394 2.71026 -0.0055 0.0053 -0.0019 0.09
H 0.32484 1.48741 -6.00807 0.0023 -0.0037 0.0060 0.52
```
Forces are in eV/Å.